C24H31CsN6O2S2 | ωB97M-V/def2-TZVPD

Calculated values
* charge: 0
* Kohn-Sham gap: 7.63 eV
* DFT total energy: -2228.72635 Ha
* relative energy (zero: lowest compared OMol25 entry of this formula, charge and spin): 1.1 kcal/mol
* strongest force on any atom: 0.19 eV Å⁻¹
* HOMO level: -7.6 eV
* lowest unoccupied orbital energy: 0.1 eV

Last column: natural (NBO) charge in e.
Geometry (Å):
Cs (-2.750, -1.943, 0.436)  0.95
O (-3.652, 0.489, 1.647)  -0.80
C (-2.626, 1.203, 1.467)  0.55
N (-1.695, 1.513, 2.325)  -0.65
C (-1.899, 0.911, 3.631)  -0.28
C (-1.781, -0.599, 3.615)  0.25
C (-2.825, -1.419, 4.046)  -0.25
C (-2.668, -2.793, 4.025)  -0.19
C (-1.474, -3.329, 3.558)  -0.29
C (-0.494, -2.445, 3.140)  0.02
N (-0.631, -1.116, 3.167)  -0.47
C (-2.379, 1.731, 0.069)  0.16
C (-1.969, 3.046, -0.143)  -0.24
C (-1.798, 3.492, -1.440)  -0.17
C (-2.018, 2.607, -2.487)  -0.27
C (-2.386, 1.310, -2.183)  0.03
N (-2.571, 0.868, -0.937)  -0.48
H (-2.880, 1.172, 4.044)  0.20
H (-1.135, 1.295, 4.313)  0.20
H (-3.753, -0.966, 4.367)  0.23
H (-3.469, -3.441, 4.361)  0.22
H (-1.304, -4.396, 3.514)  0.23
H (0.451, -2.817, 2.757)  0.20
H (-1.806, 3.685, 0.713)  0.24
H (-1.498, 4.514, -1.636)  0.22
H (-1.897, 2.912, -3.517)  0.22
H (-2.530, 0.579, -2.973)  0.20
C (-3.423, -3.910, -2.999)  -0.27
O (-2.405, -4.178, -2.028)  -0.54
C (-1.225, -3.524, -2.091)  0.01
S (-1.032, -2.285, -3.224)  -0.31
S (-0.116, -4.045, -0.928)  -0.33
H (-4.222, -4.607, -2.765)  0.20
H (-3.045, -4.075, -4.006)  0.21
H (-3.772, -2.879, -2.925)  0.19
N (1.650, -1.574, -1.763)  -0.61
C (3.005, -1.178, -2.223)  -0.24
C (2.899, 0.159, -2.954)  -0.24
N (2.247, 1.198, -2.181)  -0.62
C (0.964, 0.763, -1.656)  -0.26
C (1.037, -0.544, -0.882)  -0.24
H (1.603, -2.495, -1.299)  0.46
H (0.985, -1.717, -2.557)  0.46
H (3.393, -1.963, -2.873)  0.22
H (3.639, -1.092, -1.340)  0.21
H (2.329, 0.005, -3.877)  0.19
H (3.897, 0.489, -3.241)  0.22
H (2.849, 1.541, -1.439)  0.39
H (0.275, 0.616, -2.493)  0.20
H (0.542, 1.537, -1.016)  0.24
H (0.048, -0.908, -0.608)  0.23
H (1.650, -0.453, 0.012)  0.23
N (1.110, 1.138, 1.874)  -0.87
C (2.231, 1.712, 1.365)  0.28
C (2.177, 2.963, 0.723)  -0.31
C (3.300, 3.502, 0.125)  -0.19
C (4.518, 2.825, 0.139)  -0.31
C (4.586, 1.598, 0.785)  -0.18
C (3.467, 1.044, 1.389)  -0.35
H (1.159, 0.305, 2.437)  0.40
H (0.199, 1.598, 1.905)  0.44
H (1.234, 3.497, 0.702)  0.22
H (3.224, 4.465, -0.365)  0.21
H (5.394, 3.253, -0.328)  0.21
H (5.528, 1.064, 0.824)  0.21
H (3.537, 0.088, 1.898)  0.21

***

C9H18Si3 | ωB97M-V/def2-TZVPD

Calculated values
* charge: 0
* Kohn-Sham gap: 9.70 eV
* DFT total energy: -1222.04416 Ha
* relative energy (zero: lowest compared OMol25 entry of this formula, charge and spin): 40.1 kcal/mol
* structure (SMILES): C=C[C@@H]1C[Si@@H](C=C)[SiH2][Si@@H](C=C)C1
* strongest force on any atom: 3.63 eV Å⁻¹
* HOMO level: -9.1 eV
* lowest unoccupied orbital energy: 0.6 eV

Last column: natural (NBO) charge in e.
Geometry (Å):
C (-0.287, -3.282, 0.431)  -0.40
C (-0.233, -2.508, -0.646)  -0.16
C (0.078, -1.022, -0.696)  -0.27
C (-1.193, -0.292, -1.195)  -0.91
Si (-1.434, 1.393, -0.459)  0.95
C (-2.155, 1.298, 1.308)  -0.60
C (-2.570, 0.271, 2.018)  -0.38
Si (0.530, 2.635, -0.659)  0.11
Si (2.247, 0.920, -0.957)  0.96
C (2.642, 0.479, 0.821)  -0.63
C (1.855, 0.936, 1.814)  -0.34
C (1.353, -0.679, -1.625)  -0.81
H (-0.590, -4.340, 0.416)  0.20
H (-0.110, -2.925, 1.382)  0.18
H (-0.404, -3.029, -1.593)  0.19
H (0.397, -0.856, 0.338)  0.22
H (-1.394, -0.539, -2.294)  0.26
H (-1.883, -0.932, -0.616)  0.25
H (-2.887, 1.846, -1.316)  -0.14
H (-2.317, 2.322, 1.645)  0.20
H (-3.033, 0.313, 2.966)  0.20
H (-2.766, -0.516, 1.310)  0.19
H (0.779, 3.345, -1.958)  -0.10
H (0.554, 3.649, 0.432)  -0.10
H (3.371, 1.326, -1.930)  -0.13
H (3.568, -0.081, 0.953)  0.22
H (1.994, 0.593, 2.850)  0.21
H (1.026, 1.531, 1.561)  0.18
H (1.948, -1.565, -1.776)  0.24
H (0.912, -0.288, -2.526)  0.22

***

C4H8O2 | ωB97M-V/def2-TZVPD

Calculated values
* charge: 0
* Kohn-Sham gap: 10.34 eV
* DFT total energy: -307.60595 Ha
* relative energy (zero: lowest compared OMol25 entry of this formula, charge and spin): 66.8 kcal/mol
* structure (SMILES): CC(C)=O.C=O
* strongest force on any atom: 1.93 eV Å⁻¹
* HOMO level: -9.4 eV
* lowest unoccupied orbital energy: 0.9 eV

Last column: natural (NBO) charge in e.
Geometry (Å):
C (1.035, -1.480, 0.811)  -0.70
C (0.075, -0.618, 0.064)  0.57
C (0.505, 0.067, -1.142)  -0.68
O (-1.030, -0.379, 0.558)  -0.60
H (2.057, -1.433, 0.431)  0.22
H (0.998, -1.246, 1.875)  0.24
H (0.639, -2.486, 0.656)  0.25
H (0.732, 0.844, -0.316)  0.32
H (1.458, -0.121, -1.619)  0.23
H (-0.287, 0.335, -1.853)  0.25
C (-1.531, 1.568, 0.142)  0.29
O (-0.542, 2.117, -0.317)  -0.63
H (-1.776, 1.666, 1.204)  0.13
H (-2.333, 1.165, -0.495)  0.12

***

C4H12NOS | ωB97M-V/def2-TZVPD

Calculated values
* charge: +1
* Kohn-Sham gap: 9.80 eV
* DFT total energy: -687.50255 Ha
* relative energy (zero: lowest compared OMol25 entry of this formula, charge and spin): 27.0 kcal/mol
* structure (SMILES): [NH3+][C@H](CO)CCS
* strongest force on any atom: 2.41 eV Å⁻¹
* HOMO level: -13.0 eV
* lowest unoccupied orbital energy: -3.2 eV

Last column: natural (NBO) charge in e.
Geometry (Å):
N (-1.519, 0.336, 0.539)  -0.70
C (-0.435, 0.031, -0.541)  -0.06
C (-1.177, 0.136, -1.860)  -0.12
O (-1.628, 1.500, -1.937)  -0.74
C (0.250, -1.310, -0.228)  -0.45
C (1.620, -1.162, 0.524)  -0.53
S (1.499, 0.149, 1.760)  -0.11
H (-2.211, 1.085, 0.451)  0.46
H (-2.137, -0.478, 0.422)  0.42
H (-1.110, 0.301, 1.475)  0.45
H (0.256, 0.854, -0.357)  0.26
H (-0.512, -0.112, -2.758)  0.22
H (-2.120, -0.419, -2.074)  0.21
H (-1.319, 1.888, -2.776)  0.50
H (0.560, -1.654, -1.180)  0.26
H (-0.378, -1.902, 0.440)  0.23
H (2.458, -0.961, -0.122)  0.24
H (1.943, -2.147, 1.073)  0.25
H (2.803, 0.698, 1.714)  0.20

***

C4H12N2O2 | ωB97M-V/def2-TZVPD

Calculated values
* charge: 0
* Kohn-Sham gap: 9.81 eV
* DFT total energy: -419.55744 Ha
* relative energy (zero: lowest compared OMol25 entry of this formula, charge and spin): 57.1 kcal/mol
* structure (SMILES): C[C@@H](CN)NC=O.O
* strongest force on any atom: 2.69 eV Å⁻¹
* HOMO level: -9.1 eV
* lowest unoccupied orbital energy: 0.7 eV

Last column: natural (NBO) charge in e.
Geometry (Å):
C (1.223, 0.173, -0.116)  -0.66
C (-0.074, 0.783, -0.659)  -0.09
C (-1.176, -0.326, -0.843)  -0.23
N (-0.927, -1.262, -1.935)  -0.85
N (-0.608, 1.925, 0.092)  -0.62
C (-1.426, 1.897, 1.208)  0.52
O (-1.825, 0.855, 1.682)  -0.61
H (1.130, -0.829, 0.373)  0.22
H (1.823, 0.664, 0.681)  0.23
H (2.028, 0.165, -0.840)  0.21
H (0.250, 0.903, -1.704)  0.22
H (-1.401, -0.855, 0.071)  0.22
H (-2.189, 0.070, -1.027)  0.20
H (-0.046, -1.762, -1.856)  0.35
H (-0.905, -0.927, -2.887)  0.36
H (-0.276, 2.846, -0.159)  0.39
H (-1.617, 2.855, 1.692)  0.13
O (2.480, -2.318, 1.975)  -0.91
H (1.786, -2.991, 1.808)  0.46
H (1.750, -1.864, 2.445)  0.46

***

C5H9I3N | ωB97M-V/def2-TZVPD

Calculated values
* charge: +1
* Kohn-Sham gap: 7.14 eV
* DFT total energy: -1143.28576 Ha
* relative energy (zero: lowest compared OMol25 entry of this formula, charge and spin): 45.2 kcal/mol
* strongest force on any atom: 5.71 eV Å⁻¹
* HOMO level: -12.1 eV
* lowest unoccupied orbital energy: -4.9 eV

Last column: natural (NBO) charge in e.
Geometry (Å):
C (1.072, -0.898, 0.617)  -0.28
C (-0.074, -0.139, 1.227)  -0.23
C (0.019, 0.226, -1.371)  -0.42
C (1.451, 1.430, 0.256)  -0.32
C (3.908, -0.794, 0.548)  -0.62
N (0.662, 0.213, -0.022)  -0.23
I (5.371, -0.453, 1.947)  0.38
I (4.229, -2.581, -0.557)  0.28
I (2.712, 1.943, -1.382)  0.21
H (2.166, -0.760, 0.854)  0.26
H (0.878, -1.956, 0.470)  0.27
H (-1.000, -0.620, 0.962)  0.25
H (0.113, 0.452, 2.187)  0.26
H (-0.416, -0.813, -1.521)  0.24
H (-0.736, 1.018, -1.430)  0.24
H (0.871, 0.409, -2.087)  0.25
H (0.832, 2.230, 0.452)  0.23
H (2.082, 1.253, 1.038)  0.23